Record 1
Molecular formula: C42H55BN12SSiV
Method: DFT, ωB97M-V/def2-TZVPD

Energy above the lowest of the compared OMol25 structures with the same formula, charge and spin, kcal per mole: 0.0
Highest occupied orbital energy (alpha / beta), eV: -11.990 / -12.080
Expectation value of S²: 3.7606
F_max, eV Å⁻¹: 0.62
Kohn-Sham gap (alpha / beta), eV: 5.64 / 5.68
LUMO level (alpha / beta), eV: -6.351 / -6.403

Structure (ORCA input):
```
! wB97M-V def2-TZVPD RIJCOSX def2/J DEFGRID3
* xyz 2 4
V -0.746 0.179 1.017
C -0.332 -2.704 4.135
C 0.086 -1.555 3.478
N -0.675 -1.316 2.417
N -1.612 -2.313 2.367
C -1.404 -3.155 3.395
B -2.517 -2.395 1.105
N -1.573 -2.430 -0.164
C -1.404 -3.387 -1.088
C -0.481 -2.956 -2.020
C -0.107 -1.699 -1.560
N -0.763 -1.379 -0.451
N -3.398 -1.089 0.981
C -4.732 -0.985 0.908
C -5.062 0.329 0.629
C -3.835 0.977 0.547
N -2.835 0.122 0.763
N -3.455 -3.575 1.063
C -4.248 -3.933 0.013
C -5.128 -4.887 0.447
C -4.814 -5.048 1.809
N -3.827 -4.257 2.176
H 0.087 -3.151 5.017
H 0.904 -0.891 3.711
H -2.047 -4.003 3.527
H -1.932 -4.321 -1.010
H -0.121 -3.491 -2.879
H 0.628 -1.017 -1.965
H -5.360 -1.845 1.068
H -6.044 0.746 0.510
H -3.625 2.020 0.361
H -4.134 -3.479 -0.956
H -5.885 -5.392 -0.126
H -5.268 -5.707 2.531
C 3.647 0.674 0.694
C 2.348 0.165 0.555
N 1.303 0.693 1.169
C 1.507 1.758 1.997
C 2.763 2.336 2.183
C 3.853 1.764 1.496
C 2.910 3.456 3.073
C 1.854 3.931 3.764
C 0.551 3.342 3.613
C -0.573 3.777 4.342
C -1.778 3.156 4.154
C -1.872 2.125 3.212
N -0.843 1.713 2.494
C 0.368 2.289 2.716
H 4.448 0.165 0.180
H 2.169 -0.734 -0.023
H 4.845 2.176 1.633
H 3.890 3.897 3.190
H 1.972 4.761 4.448
H -0.470 4.589 5.050
H -2.659 3.448 4.707
H -2.812 1.615 3.034
C 2.483 0.204 -3.716
C 2.251 1.727 -3.769
C 2.239 2.229 -5.242
C 3.439 2.371 -3.037
Si 0.553 2.243 -3.177
C 0.388 3.792 -2.133
C 0.821 4.943 -3.078
C -1.032 4.083 -1.623
C 1.306 3.748 -0.896
C -0.982 1.502 -3.945
C -2.074 1.196 -2.894
C -1.468 2.608 -4.924
C -0.758 0.208 -4.746
H 3.422 -0.002 -4.236
H 1.711 -0.389 -4.199
H 2.603 -0.147 -2.689
H 3.191 1.936 -5.692
H 2.167 3.316 -5.315
H 1.447 1.795 -5.850
H 4.352 2.033 -3.531
H 3.496 2.057 -1.994
H 3.441 3.459 -3.078
H 0.150 5.067 -3.929
H 1.836 4.834 -3.459
H 0.789 5.871 -2.503
H -1.781 4.136 -2.410
H -1.015 5.057 -1.130
H -1.360 3.349 -0.884
H 2.366 3.755 -1.139
H 1.110 2.878 -0.268
H 1.103 4.636 -0.293
H -2.507 2.090 -2.456
H -1.710 0.554 -2.089
H -2.878 0.657 -3.398
H -1.632 3.576 -4.453
H -2.427 2.279 -5.332
H -0.788 2.749 -5.765
H -0.576 -0.645 -4.093
H 0.045 0.272 -5.478
H -1.676 0.002 -5.301
C 4.763 -6.381 -2.117
C 4.582 -4.952 -1.727
C 5.352 -3.911 -2.160
C 5.007 -2.618 -1.710
N 3.995 -2.362 -0.908
C 3.237 -3.397 -0.442
S 1.972 -3.241 0.621
N 3.563 -4.661 -0.892
C 5.810 -1.438 -2.173
H 5.731 -6.527 -2.588
H 3.985 -6.673 -2.824
H 4.692 -7.035 -1.248
H 6.188 -4.078 -2.819
H 2.985 -5.404 -0.520
H 6.806 -1.727 -2.500
H 5.890 -0.706 -1.373
H 5.305 -0.965 -3.019
*
```

Mulliken atomic charge list, values in e, 5 entries: atom 1 (V): 0.04, atom 2 (C): -1.53, atom 3 (C): -0.21, atom 4 (N): 0.44, atom 5 (N): 0.29

---

Record 2
Molecular formula: H14O7
Method: DFT, ωB97M-V/def2-TZVPD

Energy above the lowest of the compared OMol25 structures with the same formula, charge and spin, kcal per mole: 79.4
Highest occupied orbital energy, eV: -9.874
F_max, eV Å⁻¹: 5.20
Kohn-Sham gap, eV: 10.21
LUMO level, eV: 0.339

Structure (ORCA input):
```
! wB97M-V def2-TZVPD RIJCOSX def2/J DEFGRID3
* xyz 0 1
O -0.368 0.461 -0.311
H -1.103 0.268 -0.906
H -0.773 0.439 0.525
O 4.085 0.467 1.537
H 4.624 0.417 0.752
H 3.286 0.929 1.265
O 0.588 2.594 2.658
H -0.147 2.734 3.132
H 1.350 2.682 3.231
O -3.345 0.393 -0.883
H -4.055 -0.293 -1.047
H -3.751 1.194 -0.693
O -3.696 -4.047 -2.403
H -3.096 -3.311 -2.015
H -4.012 -4.540 -1.657
O 0.554 -0.596 1.419
H 1.208 -1.233 1.814
H 0.329 -0.163 2.194
O 2.799 0.886 -2.749
H 2.535 0.565 -3.694
H 2.990 0.155 -2.171
*
```

Mulliken atomic charge list, values in e, 5 entries: atom 1 (O): -0.54, atom 2 (H): 0.28, atom 3 (H): 0.29, atom 4 (O): -0.64, atom 5 (H): 0.31

---

Record 3
Molecular formula: C25H43ClN2O15P2S
Method: DFT, ωB97M-V/def2-TZVPD

Energy above the lowest of the compared OMol25 structures with the same formula, charge and spin, kcal per mole: 6.9
Highest occupied orbital energy, eV: -8.546
F_max, eV Å⁻¹: 1.43
Kohn-Sham gap, eV: 8.40
LUMO level, eV: -0.144

Structure (ORCA input):
```
! wB97M-V def2-TZVPD RIJCOSX def2/J DEFGRID3
* xyz 0 1
C 0.572 -0.221 0.158
C -0.865 -0.017 0.600
N -1.879 0.006 -0.496
C -1.378 0.235 -1.800
C -1.016 1.539 -2.234
C -1.209 2.686 -1.281
C -1.787 3.936 -1.951
C -1.981 5.072 -0.961
O -2.980 4.721 -0.005
C -0.496 1.707 -3.516
C -0.313 0.640 -4.411
C 0.266 0.797 -5.810
C 1.006 2.084 -5.981
O 1.868 2.466 -5.291
Cl 0.529 3.074 -7.393
C -0.702 -0.615 -3.975
C -1.209 -0.812 -2.697
C -1.494 -2.271 -2.556
O -1.603 -2.950 -1.576
N -1.524 -2.746 -3.875
C -1.596 -4.180 -4.135
C -0.299 -4.923 -3.762
C 0.219 -5.784 -4.937
C 1.745 -5.847 -4.976
S 2.390 -6.474 -3.445
O 2.736 -5.406 -2.557
O 1.537 -7.508 -2.962
O 3.750 -7.138 -3.940
C -0.689 -1.942 -4.660
O -0.089 -2.323 -5.628
H 1.179 -0.374 1.048
H 0.977 0.663 -0.326
H 0.718 -1.081 -0.491
H -1.185 -0.781 1.297
H -0.910 0.949 1.099
H -2.358 -0.883 -0.526
H -1.908 2.382 -0.509
H -0.272 2.928 -0.774
H -2.753 3.684 -2.382
H -1.121 4.249 -2.754
H -1.042 5.296 -0.459
H -2.326 5.937 -1.521
H -2.504 4.501 0.802
H -0.226 2.704 -3.817
H -0.516 0.689 -6.552
H 1.023 0.029 -5.939
H -1.861 -4.311 -5.176
H -2.398 -4.553 -3.507
H 0.470 -4.194 -3.522
H -0.452 -5.548 -2.894
H -0.193 -6.783 -4.856
H -0.087 -5.321 -5.868
H 2.184 -4.875 -5.164
H 2.060 -6.559 -5.734
H 4.467 -6.754 -3.416
C 2.546 -1.832 5.988
O 2.154 -2.998 5.251
P 0.724 -2.959 4.568
O 0.389 -1.725 3.863
O -0.291 -3.303 5.742
C 0.038 -4.331 6.681
O 0.774 -4.268 3.684
C -0.041 -4.300 2.497
H 3.356 -2.125 6.651
H 2.893 -1.061 5.302
H 1.717 -1.444 6.582
H 0.583 -3.900 7.521
H 0.638 -5.117 6.223
H -0.894 -4.759 7.042
H 0.387 -3.653 1.734
H -1.061 -3.985 2.715
H -0.046 -5.326 2.141
C -1.713 6.222 6.105
O -0.767 6.920 5.280
P -0.297 6.185 3.960
O -1.346 5.554 3.167
O 0.813 5.152 4.436
C 1.772 5.550 5.422
O 0.503 7.352 3.253
C 0.594 7.316 1.820
H -1.676 6.674 7.092
H -2.713 6.328 5.689
H -1.462 5.163 6.184
H 1.390 5.321 6.417
H 2.001 6.613 5.355
H 2.680 4.977 5.248
H -0.367 7.575 1.380
H 0.904 6.331 1.472
H 1.338 8.052 1.528
*
```

Mulliken atomic charge list, values in e, 5 entries: atom 1 (C): -1.09, atom 2 (C): -0.54, atom 3 (N): -0.24, atom 4 (C): -0.46, atom 5 (C): 0.24

---

Record 4
Molecular formula: C19H54B2NO31
Method: DFT, ωB97M-V/def2-TZVPD

Energy above the lowest of the compared OMol25 structures with the same formula, charge and spin, kcal per mole: 9.0
Highest occupied orbital energy, eV: -7.524
F_max, eV Å⁻¹: 14.03
Kohn-Sham gap, eV: 8.91
LUMO level, eV: 1.382

Structure (ORCA input):
```
! wB97M-V def2-TZVPD RIJCOSX def2/J DEFGRID3
* xyz -1 1
C -4.534 0.133 6.591
C -3.075 -0.370 6.572
C -2.164 0.381 5.596
C -0.679 -0.131 5.425
N 0.293 0.601 4.371
C 0.182 2.082 4.451
C -0.727 2.553 3.271
C -0.288 1.537 2.169
C -0.286 0.278 2.980
C 1.707 0.104 4.545
C 1.773 -1.494 4.617
C 3.291 -1.814 4.769
H -5.167 -0.396 7.104
H -4.942 -0.060 5.625
H -4.770 1.169 6.636
H -3.242 -1.342 6.445
H -2.615 -0.345 7.473
H -1.924 1.376 5.922
H -2.437 0.271 4.642
H -0.802 -1.128 4.953
H -0.177 -0.450 6.335
H 1.186 2.421 4.350
H -0.100 2.277 5.415
H -0.610 3.616 2.987
H -1.616 2.504 3.677
H 0.711 1.695 1.875
H -1.061 1.532 1.265
H 0.245 -0.453 2.460
H -1.316 -0.228 2.979
H 2.436 0.685 5.291
H 2.131 0.267 3.537
H 1.491 -2.171 3.656
H 1.277 -2.012 5.463
H 3.806 -1.085 5.237
H 3.773 -2.049 3.828
H 3.313 -2.645 5.390
O 3.029 1.846 1.685
C 3.192 0.887 1.045
O 2.354 0.098 0.631
B 2.938 -1.176 0.293
O 4.354 -0.964 0.634
C 4.490 0.232 1.024
O 5.505 0.739 1.354
O 2.770 -1.468 -1.179
C 2.229 -2.639 -1.217
O 1.675 -2.974 -2.307
C 2.006 -3.116 0.088
O 2.381 -2.308 0.977
O 1.360 -4.134 0.436
O 2.407 0.880 -3.040
C 1.293 0.432 -2.923
O 0.544 0.522 -1.927
B -0.569 -0.311 -2.142
O -0.328 -1.050 -3.423
C 0.643 -0.434 -3.902
O 1.041 -0.635 -5.020
O -1.809 0.502 -2.212
C -2.536 0.118 -1.230
O -3.413 0.736 -0.740
C -1.875 -1.002 -0.531
O -0.813 -1.250 -1.002
O -2.016 -1.434 0.597
O -1.223 3.896 -0.901
H -1.897 3.209 -0.771
H -0.728 3.497 -1.475
O -4.477 3.233 -1.541
H -4.032 3.400 -2.421
H -4.070 2.501 -1.176
O -5.041 0.725 -3.420
H -4.371 1.368 -3.756
H -4.391 0.336 -2.818
O 4.468 -1.019 -3.418
H 4.496 -1.297 -4.341
H 3.768 -0.579 -3.163
O 2.012 -1.442 -7.622
H 2.973 -1.614 -7.480
H 1.756 -1.470 -6.722
O -3.788 -2.439 2.275
H -3.126 -2.209 1.724
H -4.515 -2.447 1.675
O -1.626 0.696 -6.680
H -1.765 0.409 -7.555
H -1.386 -0.031 -6.017
O -3.881 -2.851 -1.400
H -4.479 -3.413 -0.859
H -3.005 -3.223 -1.181
O 5.800 1.226 -2.258
H 5.223 2.010 -2.239
H 5.341 0.457 -2.651
O -5.192 1.939 1.617
H -4.624 1.408 0.915
H -5.494 1.430 2.236
O 1.753 3.210 -1.523
H 2.606 3.649 -1.222
H 1.815 2.191 -1.406
O -1.624 -2.040 -6.255
H -0.844 -2.302 -6.142
H -2.306 -1.972 -5.444
O 2.098 1.360 -7.714
H 1.990 0.418 -7.380
H 2.717 1.761 -7.024
O 0.924 -3.532 -5.024
H 0.653 -4.390 -4.799
H 1.249 -3.214 -4.223
O 3.591 2.572 -5.077
H 2.958 3.272 -4.612
H 3.742 1.869 -4.565
*
```

Mulliken atomic charge list, values in e, 5 entries: atom 1 (C): -1.70, atom 2 (C): -1.12, atom 3 (C): -0.50, atom 4 (C): -1.20, atom 5 (N): 0.96

---

Record 5
Molecular formula: C30H43N5O6
Method: DFT, ωB97M-V/def2-TZVPD

Energy above the lowest of the compared OMol25 structures with the same formula, charge and spin, kcal per mole: 480.8
Highest occupied orbital energy, eV: -8.420
F_max, eV Å⁻¹: 8.77
Kohn-Sham gap, eV: 6.75
LUMO level, eV: -1.671

Structure (ORCA input):
```
! wB97M-V def2-TZVPD RIJCOSX def2/J DEFGRID3
* xyz 0 1
H -0.878 1.580 0.186
N -0.518 0.621 0.427
C -0.068 0.765 1.731
C -0.146 2.222 2.490
C 1.198 3.177 2.218
C 1.184 4.640 2.990
C 2.489 5.626 2.818
C 3.757 5.149 1.894
C 3.769 3.687 1.082
C 2.468 2.705 1.257
C 5.104 3.312 0.146
O 5.013 2.771 -1.088
C 6.565 3.702 0.859
C 7.864 2.703 0.772
C 9.253 3.172 1.563
C 10.535 2.155 1.467
C 10.411 0.822 2.455
C 9.260 4.614 2.411
C 7.926 5.611 2.455
C 6.553 5.160 1.679
C 5.145 6.062 1.699
O 5.129 7.403 1.610
H 0.422 -0.123 2.358
H -0.129 2.004 3.663
H -1.125 2.832 2.286
H 0.242 4.935 3.660
H 2.455 6.657 3.385
H 2.438 1.651 0.737
H 7.764 1.700 0.157
H 10.530 1.712 0.359
H 11.545 2.741 1.652
H 11.125 0.929 3.405
H 9.300 0.564 2.747
H 10.842 -0.119 1.860
H 10.230 4.939 3.006
H 7.998 6.623 3.064
C -2.531 -3.435 -0.953
N -3.056 -2.272 -1.637
C -4.200 -2.431 -2.511
C -2.502 -1.019 -1.482
O -2.895 0.004 -2.028
H -2.220 -4.173 -1.699
H -3.316 -3.858 -0.321
H -1.672 -3.171 -0.330
H -3.925 -2.110 -3.520
H -5.015 -1.797 -2.149
H -4.527 -3.474 -2.533
H -1.638 -1.011 -0.797
C -6.701 -8.373 -3.411
N -6.111 -7.054 -3.322
C -5.623 -6.422 -4.530
C -5.998 -6.381 -2.123
O -5.512 -5.268 -1.977
H -5.958 -9.066 -3.816
H -7.565 -8.329 -4.079
H -7.024 -8.727 -2.428
H -4.556 -6.211 -4.416
H -6.156 -5.477 -4.678
H -5.780 -7.072 -5.396
H -6.399 -6.952 -1.269
C 4.229 10.059 2.266
N 3.703 11.223 1.582
C 2.559 11.063 0.709
C 4.258 12.476 1.737
O 3.865 13.498 1.191
H 4.539 9.322 1.520
H 3.443 9.636 2.898
H 5.088 10.323 2.889
H 2.834 11.385 -0.300
H 1.744 11.697 1.070
H 2.232 10.020 0.687
H 5.121 12.484 2.422
C -11.138 -11.417 -2.392
N -9.772 -11.136 -2.002
C -9.454 -11.028 -0.593
C -8.766 -10.969 -2.930
O -7.593 -10.730 -2.671
H -11.784 -10.620 -2.013
H -11.440 -12.374 -1.956
H -11.234 -11.472 -3.480
H -9.042 -10.034 -0.397
H -8.699 -11.779 -0.340
H -10.348 -11.184 0.017
H -9.116 -11.071 -3.970
*
```

Mulliken atomic charge list, values in e, 5 entries: atom 1 (H): 0.20, atom 2 (N): -0.40, atom 3 (C): -0.19, atom 4 (C): -0.63, atom 5 (C): 0.58

---

Record 6
Molecular formula: C21H25I2N3NaO2
Method: DFT, ωB97M-V/def2-TZVPD

Highest occupied orbital energy, eV: -4.300
F_max, eV Å⁻¹: 1.82
Kohn-Sham gap, eV: 6.31
LUMO level, eV: 2.012

Structure (ORCA input):
```
! wB97M-V def2-TZVPD RIJCOSX def2/J DEFGRID3
* xyz -1 1
Na 0.076 -0.438 0.759
C 2.014 -2.798 0.597
N 1.057 -2.563 -0.489
C 1.774 -2.144 -1.697
C 0.952 -1.357 -2.723
C 0.282 -0.108 -2.126
N 1.107 0.422 -1.056
C 1.361 1.657 -0.977
C 2.152 2.260 0.114
C 2.670 3.537 -0.097
C 3.439 4.184 0.855
C 3.684 3.528 2.060
C 3.168 2.268 2.303
C 2.387 1.601 1.348
O 1.887 0.390 1.576
C 0.196 -3.730 -0.718
C -1.274 -3.422 -1.001
C -2.062 -2.880 0.201
N -1.943 -1.433 0.338
C -3.007 -0.753 0.130
C -3.168 0.691 0.180
C -4.415 1.206 -0.217
C -4.699 2.550 -0.209
C -3.690 3.434 0.232
C -2.465 2.978 0.645
C -2.128 1.578 0.644
O -0.996 1.173 1.036
H 2.714 -3.620 0.369
H 1.481 -3.052 1.515
H 2.585 -1.888 0.784
H 2.227 -3.020 -2.190
H 2.589 -1.499 -1.372
H 0.197 -1.989 -3.196
H 1.646 -1.059 -3.515
H -0.680 -0.395 -1.688
H 0.071 0.632 -2.907
H 0.993 2.359 -1.740
H 2.449 4.027 -1.041
H 3.833 5.175 0.670
H 4.279 4.010 2.827
H 3.352 1.778 3.250
H 0.234 -4.356 0.177
H 0.608 -4.342 -1.535
H -1.746 -4.349 -1.340
H -1.363 -2.706 -1.822
H -1.674 -3.346 1.114
H -3.112 -3.184 0.113
H -3.930 -1.297 -0.125
H -5.177 0.500 -0.541
H -5.668 2.919 -0.523
H -3.893 4.500 0.252
H -1.696 3.656 0.998
I 1.134 -0.192 3.605
I 0.189 -1.096 6.152
*
```

Mulliken atomic charge list, values in e, 5 entries: atom 1 (Na): 1.06, atom 2 (C): -1.23, atom 3 (N): 0.96, atom 4 (C): -1.24, atom 5 (C): -1.20

---

Q: Among the records above, which one has the highest F_max?
A: C19H54B2NO31

---

Q: Which value of F_max does entry 3 give?
A: 1.43 eV Å⁻¹

---

Q: Which value of F_max does entry 4 give?
A: 14.03 eV Å⁻¹

---

Q: F_max of number 4 (C19H54B2NO31)?
A: 14.03 eV Å⁻¹